(1)
97
Properties=species:S:1:pos:R:3:forces:R:3:mulliken_charge:R:1 method="wB97M-V/def2-TZVPD" de_lowest_kcal_mol=0.0 fmax_ev_per_a=1.50 total_charge=+3 total_energy_ha=-2901.7603 homo_lumo_gap_ev=6.8 spin_multiplicity=1
Al -0.6210 0.5688 -0.1244 0.078 -0.217 0.452 -2.180
C -3.6930 -1.2446 -0.7655 0.151 -0.403 0.244 -0.168
C -3.7070 0.2969 -0.8976 0.153 0.075 -0.213 -0.874
P -2.9360 1.2706 -2.2792 -0.240 0.463 0.212 -0.128
C -3.2605 0.4382 -3.8631 -0.139 -0.337 0.526 0.859
C -2.5380 0.9552 -4.9297 0.135 0.187 -0.266 -0.480
C -2.7359 0.4878 -6.2056 -0.633 -0.540 -0.201 -0.832
C -3.7119 -0.4802 -6.4368 0.350 -0.133 -0.261 -0.481
C -4.4360 -1.0205 -5.3820 0.437 0.871 -0.224 -0.765
C -4.2256 -0.5497 -4.0972 0.655 0.264 -0.195 -0.167
C -1.0650 0.9955 -2.1416 0.028 0.077 -0.090 2.013
C -0.4600 -0.2519 -2.4816 -0.815 0.198 -0.667 -0.458
C 0.8503 -0.3023 -2.8787 0.572 0.142 0.101 -0.990
C 1.6185 0.8794 -2.8970 -0.094 -0.772 -0.169 -0.123
C 1.0777 2.1126 -2.5886 -0.903 0.098 0.397 -1.160
C -0.2665 2.1801 -2.2113 -0.451 -0.507 0.067 -0.529
C -3.2419 -1.6847 0.6458 -0.283 0.093 -0.175 -1.976
P -1.4924 -1.3858 1.0373 0.194 -0.007 -0.284 2.095
C -0.6612 -2.9230 0.5679 0.245 -0.206 0.851 0.517
C 0.0840 -3.6121 1.5472 -0.455 0.638 0.083 -0.431
C 0.6195 -4.8461 1.2469 0.206 -0.404 -0.073 -0.832
C 0.4247 -5.4165 -0.0068 0.417 -0.616 -0.271 -0.716
C -0.3445 -4.7621 -0.9436 -0.355 0.546 -1.073 -0.854
C -0.8879 -3.5120 -0.6709 0.318 -0.034 0.290 -0.289
C -1.3624 -1.1511 2.8300 -0.031 -0.448 0.189 0.133
C -2.4137 -1.5905 3.6388 -0.487 -0.252 0.362 -0.728
C -2.3458 -1.4519 5.0311 0.298 -0.260 -0.705 -0.902
C -1.2081 -0.8898 5.5913 -0.170 -0.045 0.389 -0.648
C -0.1141 -0.5336 4.8135 -0.385 -0.183 -0.425 -0.866
C -0.1834 -0.6959 3.4365 -0.675 0.175 0.115 -0.291
H -3.1150 -1.7737 -1.5403 -0.002 0.473 0.186 0.225
H -4.6877 -1.6816 -0.8750 -0.115 0.361 -0.108 0.600
H -3.3212 0.7910 0.0202 -0.149 -0.258 -0.260 0.359
H -4.7207 0.7045 -0.9623 -0.145 -0.328 0.145 0.781
H -1.8458 1.7733 -4.8201 0.262 0.183 0.333 0.355
H -2.1757 0.8728 -7.0371 0.147 0.208 -0.145 0.441
H -3.8621 -0.8030 -7.4625 -0.159 -0.111 0.200 0.409
H -5.1929 -1.7438 -5.5532 -0.493 -0.576 -0.181 0.461
H -4.8220 -0.9686 -3.3220 -0.300 -0.125 0.681 0.417
H -1.1324 -1.0965 -2.6550 0.323 0.052 0.393 0.612
H 1.2652 -1.2625 -3.1744 0.184 0.254 -0.046 0.580
H 2.6505 0.7865 -3.1747 0.362 0.117 -0.155 0.320
H 1.6409 3.0280 -2.6265 0.322 0.076 -0.158 0.583
H -0.8082 3.1119 -2.0148 0.492 -0.140 -0.053 0.589
H -3.4152 -2.7523 0.8146 0.055 0.062 -0.116 0.759
H -3.8388 -1.1587 1.3893 -0.069 0.152 -0.004 0.562
H 0.1705 -3.1838 2.5548 0.131 -0.302 -0.502 0.409
H 1.1789 -5.3960 1.9876 0.076 0.031 0.133 0.516
H 0.8890 -6.3751 -0.2913 -0.331 0.512 0.428 0.426
H -0.5271 -5.1468 -1.9533 0.189 -0.215 0.543 0.461
H -1.4815 -3.0145 -1.4167 -0.131 0.027 -0.206 0.258
H -3.2834 -2.1177 3.2261 0.369 0.433 0.102 0.424
H -3.1356 -1.8658 5.6512 0.067 0.267 -0.069 0.459
H -1.1576 -0.7735 6.6644 0.045 0.002 0.072 0.462
H 0.7762 -0.1597 5.2862 0.252 0.037 0.046 0.583
H 0.6634 -0.4962 2.8233 0.693 0.318 -0.386 0.695
N -1.1747 1.9489 1.0303 0.383 0.271 0.321 0.356
C -1.0415 2.7476 1.8862 -0.393 -0.114 -0.211 0.999
N -0.9288 3.6075 2.8172 0.130 -0.052 -0.107 0.162
C -1.6690 4.9051 2.8625 0.105 0.376 0.045 -0.702
C -0.8100 5.9376 3.6107 -0.229 -0.290 -0.393 -0.723
C 0.6695 5.7006 3.3712 0.017 0.995 -0.813 -0.570
C 1.1305 4.3844 3.9593 -0.276 0.180 0.813 -0.636
C -0.0248 3.3888 3.9782 0.091 -0.572 0.079 -0.251
H -2.6274 4.7220 3.3647 0.146 0.125 -0.350 0.322
H -1.7751 5.2479 1.8409 -0.410 -0.096 -0.208 0.453
H -0.9979 5.8624 4.6630 -0.245 0.141 0.691 0.361
H -1.1183 6.9330 3.2801 0.033 -0.154 0.098 0.406
H 1.2035 6.5641 3.7830 0.155 -0.348 -0.098 0.415
H 0.8533 5.7122 2.2791 0.009 0.038 0.369 0.211
H 1.4424 4.5156 5.0037 -0.037 -0.009 -0.184 0.417
H 1.9987 4.0280 3.4296 0.235 -0.386 -0.257 0.213
H -0.6684 3.5192 4.8623 0.348 -0.196 -0.248 0.382
H 0.3241 2.3586 3.9100 -0.082 -0.029 0.304 -0.035
C 3.1999 1.8367 0.8875 -1.043 0.980 0.297 -1.404
C 1.8583 1.6978 0.5605 0.265 1.234 0.384 -0.518
N 1.3057 0.5460 0.1503 0.202 0.852 -0.061 0.962
C 2.1438 -0.4874 -0.0146 0.157 -1.035 0.585 0.715
C 3.4931 -0.4795 0.3531 -0.525 0.287 0.787 -0.183
C 4.0006 0.7349 0.8547 0.944 -1.059 -0.423 -0.753
C 4.1304 -1.8003 0.6167 -0.322 0.783 0.698 -1.475
C 4.5608 -2.6753 -0.2568 0.577 -1.386 0.076 -0.464
C 4.7989 -2.4359 -1.6619 -0.289 -0.102 -0.059 1.054
C 5.2300 -3.5065 -2.4355 -0.053 0.472 0.286 -0.751
C 5.4800 -3.1969 -3.7524 0.597 0.214 -0.864 -0.256
N 5.3614 -1.9485 -4.2195 -0.158 -0.076 0.010 -0.537
C 4.9460 -1.0067 -3.3825 -0.094 -0.144 -0.375 -0.153
N 4.6251 -1.1857 -2.1024 0.098 0.021 -0.624 -0.271
H 3.5363 2.8086 1.2765 -0.043 -0.562 -0.343 0.507
H 1.2249 2.5808 0.6790 0.038 -0.462 -0.190 0.784
H 1.6717 -1.4248 -0.2806 0.095 -0.092 -0.193 0.708
H 5.0305 0.8076 1.2053 -0.217 -0.181 -0.077 0.563
H 4.1843 -2.0530 1.6734 -0.193 0.010 -0.054 0.493
H 4.8572 -3.6845 0.0632 -0.043 0.603 0.202 0.401
H 5.3961 -4.4710 -1.9612 -0.066 0.097 -0.407 0.395
H 5.8550 -3.9133 -4.4843 -0.193 -0.023 0.278 0.438
H 4.8494 -0.0061 -3.8238 0.088 -0.283 0.357 0.472

***

(2)
102
Properties=species:S:1:pos:R:3:forces:R:3:lowdin_spin:R:1 method="wB97M-V/def2-TZVPD" fmax_ev_per_a=2.96 total_charge=+3 total_energy_ha=-9087.0781 homo_lumo_gap_ev="5.4 / 5.4" spin_multiplicity=4
Mn -2.3902 -0.5842 0.5429 0.018 0.503 0.144 2.908
Se 4.9752 -0.7555 0.5757 0.664 -1.020 0.260 0.000
P 3.8531 0.8150 -0.0194 -0.899 0.905 -0.036 0.000
C 4.0621 2.2640 1.0409 -0.069 -0.636 -0.158 0.000
C 4.1588 2.0746 2.4205 -0.281 -0.125 -0.120 0.000
C 4.4851 3.1627 3.1979 0.352 -0.618 1.321 0.000
C 4.8236 4.3664 2.6365 -0.134 1.449 -0.542 0.000
C 4.7882 4.5473 1.2472 0.274 -0.738 0.359 0.000
C 4.4190 3.4698 0.4389 -0.075 0.092 0.681 0.000
C 3.9586 1.3642 -1.7281 1.115 0.352 -1.450 0.000
C 2.9327 1.6218 -2.6476 -0.101 -0.940 0.896 0.000
C 3.2185 1.9752 -3.9725 0.307 -0.284 1.997 0.000
C 4.5169 2.0939 -4.3844 0.401 -0.048 0.693 0.000
C 5.5791 1.8673 -3.4917 -0.231 0.152 -0.016 0.000
C 5.3166 1.5265 -2.1836 -2.065 -0.258 0.138 0.000
C 1.9668 0.1586 -0.0251 0.638 1.277 0.242 0.000
C 0.5698 0.5578 0.1708 -1.475 1.717 0.122 0.011
N -0.2681 -0.3874 -0.0242 0.107 -0.944 -0.423 -0.001
N 0.5605 -1.5277 -0.5046 0.890 2.804 -0.295 -0.002
N 1.9574 -1.0508 -0.3337 0.364 -2.106 -1.106 0.005
P -0.2222 2.2515 0.4524 -0.607 0.048 -0.019 -0.003
Se -2.4010 2.0446 0.3178 0.560 -0.925 0.010 -0.008
C 0.3041 2.7219 2.0828 0.407 1.367 -0.029 0.001
C 0.1480 4.0660 2.5340 -0.900 -0.531 -1.572 0.000
C 0.3728 4.3886 3.8266 0.408 -0.012 2.125 0.000
C 0.7373 3.3796 4.7591 -0.676 0.023 -1.346 0.000
C 0.9017 2.0677 4.3118 0.130 2.029 0.250 0.000
C 0.7765 1.7861 2.9782 -0.369 -0.360 -0.285 0.000
C 0.4015 3.3061 -0.8325 2.077 1.168 0.850 -0.001
C 1.5905 4.0989 -0.5359 -1.776 -1.259 -0.837 0.000
C 2.1731 4.8545 -1.5234 0.262 -0.197 -0.821 0.000
C 1.6341 4.8582 -2.8269 -0.803 -0.331 0.769 0.000
C 0.4451 4.1581 -3.0790 0.103 0.354 -0.509 0.000
C -0.1486 3.3789 -2.0995 -1.331 -0.755 -0.448 0.000
H 4.0305 1.0955 2.8897 -0.063 0.275 -0.302 0.000
H 4.5990 3.0302 4.2797 -0.177 0.079 -0.403 0.000
H 5.0956 5.2214 3.2772 -0.023 -0.593 -0.380 0.000
H 5.1612 5.4744 0.8526 -0.129 0.228 -0.332 0.000
H 4.3844 3.4748 -0.6357 0.197 0.545 -0.163 0.000
H 1.9003 1.4186 -2.3225 0.326 0.428 -0.366 0.000
H 2.4222 2.2141 -4.6039 -1.068 0.142 -1.061 0.000
H 4.6420 2.3935 -5.3922 0.653 0.165 -0.806 0.000
H 6.6130 1.9729 -3.7816 0.016 0.032 -0.270 0.000
H 6.0758 1.3372 -1.4675 0.897 -0.091 0.288 0.000
H -0.2763 4.8710 1.9251 0.292 -0.528 -0.275 0.000
H 0.1920 5.4282 4.1431 0.239 -0.677 -0.014 0.000
H 0.7955 3.5943 5.7995 0.207 0.249 0.608 0.000
H 1.1730 1.3146 4.9869 0.416 -0.954 0.870 0.000
H 1.0374 0.7950 2.6873 -0.034 -0.776 -0.445 0.000
H 2.0539 4.0215 0.4189 0.082 0.105 0.610 0.000
H 3.1241 5.3453 -1.3114 -0.410 0.126 -0.106 0.000
H 2.1000 5.4115 -3.6235 0.133 0.167 -0.070 0.000
H -0.0695 4.2149 -4.0507 0.553 0.020 0.441 0.000
H -1.0853 2.8149 -2.3571 0.990 0.616 0.387 0.000
N -4.4959 -0.7197 0.2295 -0.385 0.228 -1.104 -0.008
C -5.3333 -1.7249 0.9534 1.062 0.175 0.461 0.001
C -5.6769 -1.1635 2.3121 -0.445 -1.542 0.381 0.001
C -4.5676 -0.6141 3.2064 0.057 0.398 0.848 0.002
C -3.2938 -1.4688 3.4241 -1.337 0.209 -1.354 0.006
N -2.1295 -0.7815 2.8404 0.043 0.102 -0.783 0.044
H -4.9683 0.1910 0.3732 0.420 -0.506 -0.147 0.000
H -4.6776 -0.9302 -0.7700 0.494 0.359 0.524 0.005
H -4.8080 -2.6802 0.9774 0.274 0.108 0.121 0.000
H -6.2345 -1.9195 0.4076 -0.595 0.056 -0.341 -0.001
H -6.1990 -1.9992 2.8153 0.219 0.410 0.113 0.000
H -6.4521 -0.4321 2.1525 -0.202 0.597 0.192 0.000
H -5.0230 -0.4585 4.2029 0.154 0.144 -0.530 0.000
H -4.2466 0.3870 2.8637 -0.182 -0.238 0.078 0.001
H -3.4461 -2.4056 2.8842 0.290 -0.194 0.168 0.001
H -3.1167 -1.6793 4.4524 -0.016 -0.170 0.839 0.001
H -1.3232 -1.2464 3.2244 0.589 0.113 -0.009 0.003
H -2.1047 0.1912 3.1477 0.072 -0.164 0.183 0.002
O -2.2354 -2.5576 0.0402 0.065 0.248 0.368 0.017
S -1.1598 -3.5425 0.5117 -0.116 -0.128 -1.063 0.004
C -1.1511 -4.7895 -0.8815 -0.140 -0.557 -0.070 -0.001
C -2.5063 -5.4701 -0.7796 0.050 0.266 0.565 0.000
C -2.7754 -6.3771 0.2573 0.518 0.232 -0.321 0.000
C -4.0654 -6.8353 0.4825 0.587 -0.032 1.214 0.000
C -5.0917 -6.2898 -0.2590 -1.943 -1.220 0.146 0.000
C -4.8403 -5.5234 -1.3548 0.619 0.570 -0.795 0.000
C -3.5450 -5.0941 -1.6075 -0.274 0.476 -0.556 0.000
C 0.4788 -2.6520 0.3535 -1.248 -2.141 1.136 0.001
C 0.4089 -1.8166 -1.9767 -0.992 0.183 0.488 0.000
C 1.4127 -2.4628 -2.6329 1.036 -0.192 1.207 0.000
C 1.1659 -2.9270 -3.8908 1.334 -0.219 -1.160 0.000
C -0.0185 -2.6953 -4.5422 -0.783 -0.552 0.446 0.000
C -1.0368 -2.0858 -3.8309 -0.732 0.612 -0.915 0.000
C -0.8085 -1.5898 -2.5722 -0.916 0.568 1.010 0.005
H -0.3411 -5.5320 -0.7211 -0.203 0.686 0.133 0.000
H -1.0281 -4.2625 -1.8441 0.042 -0.081 0.524 0.000
H -1.9316 -6.6905 0.8627 -0.183 -0.250 0.153 0.000
H -4.2354 -7.5495 1.3042 -0.063 0.446 -0.559 0.000
H -6.1609 -6.5386 -0.1013 0.931 -0.147 0.240 0.000
H -5.6373 -5.2986 -2.0470 -0.076 0.280 0.044 0.000
H -3.3817 -4.4443 -2.4605 0.187 0.002 0.008 0.000
H 1.1351 -3.3956 -0.0561 0.624 -0.383 0.126 0.000
H 0.7371 -2.3855 1.3765 0.262 0.158 -0.100 0.000
H 2.3752 -2.6071 -2.1521 -0.066 -0.131 -0.151 0.000
H 1.9983 -3.4219 -4.3732 -0.154 -0.107 -0.245 0.000
H -0.2258 -3.0854 -5.5203 0.165 -0.035 -0.332 0.000
H -2.0183 -1.9429 -4.2918 0.367 0.006 0.144 0.000
H -1.5865 -1.0462 -2.0256 0.207 -0.355 -0.379 0.006

***

The evaluated M for the records listed, in turn: 732.81; 967.76 g mol⁻¹.